--- w ---
C2H7N2O as an isolated structure. Source: OMol25; level of theory: ωB97M-V with the def2-TZVPD basis set.

Its orbital gap (alpha / beta) is 6.56 / 6.57 eV. As for the total charge: -1. Its spin multiplicity is 1. As for the lowest unoccupied orbital energy (alpha / beta): 0.167 / 0.167 hartree.

Element x y z (Å)
C  -1.5363  -0.4812  -0.4500
C  -0.3806  0.1614  0.4592
N  1.7366  0.2254  -0.7551
N  0.8648  -0.5659  0.6823
O  1.3519  -0.1835  1.8218
H  -1.6767  -1.6337  -0.2936
H  -2.4563  0.1170  -0.3687
H  -1.0126  -0.3898  -1.4749
H  -0.2197  1.1463  0.0222
H  -0.9948  0.4311  1.3953
H  1.6127  1.2251  -0.4725
H  2.7109  -0.0522  -0.5661

These are the Löwdin partial charges, in e, on atoms 1 to 6: -0.15 -0.37 -0.08 -0.30 -0.34 0.07


--- x ---
A 2-piece molecular cluster, C2H7N2O overall. Source: OMol25; level of theory: ωB97M-V with the def2-TZVPD basis set.

Its orbital gap is 6.47 eV. As for the total charge: -1. Its spin multiplicity is 1. As for the lowest unoccupied orbital energy: 0.163 hartree.

Element x y z (Å)
C  -1.9562  0.4615  0.1366
O  -1.0963  0.7275  1.1982
H  -1.8028  -0.5240  -0.3216
H  -1.8113  1.1882  -0.6805
H  -2.9916  0.5192  0.4846
N  1.6834  0.2256  -0.9814
C  1.2140  -0.4228  0.1443
N  1.6678  -1.5948  0.3994
H  1.6139  1.2215  -0.9484
H  2.2928  -0.2287  -1.6537
H  -0.1575  0.3464  0.9231
H  1.3441  -1.9196  1.2994

These are the Löwdin partial charges, in e, on atoms 1 to 6: -0.28 -0.25 0.06 0.05 0.05 -0.04


The data favor x; the next most stable structure lies 2.695 eV above it.


--- w ---
An isolated ion of composition C5H10BrN2 and charge +1. Source: OMol25; level of theory: ωB97M-V with the def2-TZVPD basis set.

Its orbital gap is 7.98 eV. As for the total charge: +1. Its spin multiplicity is 1. As for the lowest unoccupied orbital energy: -0.244 hartree.

Element x y z (Å)
C  -0.6120  2.6711  -0.2126
C  -0.3888  1.3599  0.5028
C  -0.1715  0.2565  -0.3968
C  0.6119  -0.8525  0.4531
C  0.1038  -2.3148  0.1148
N  0.9997  -3.2918  -1.9655
N  0.5630  -2.8974  -1.0357
Br  0.8458  -3.6410  1.6350
H  0.3285  2.9655  -0.7660
H  -1.4944  2.7947  -0.8866
H  -0.7654  3.3804  0.5554
H  -1.1066  1.2232  1.3210
H  0.6039  1.6997  1.0480
H  0.4127  0.5325  -1.2462
H  -1.0585  -0.2560  -0.8575
H  1.7176  -0.7932  0.1967
H  0.4308  -0.4979  1.4126
H  -1.0206  -2.3389  0.1276

These are the Löwdin partial charges, in e, on atoms 1 to 6: -0.12 -0.32 -0.23 -0.16 -0.50 0.45


--- x ---
An isolated ion of composition C5H10BrN2 and charge +1. Source: OMol25; level of theory: ωB97M-V with the def2-TZVPD basis set.

Its orbital gap is 7.14 eV. As for the total charge: +1. Its spin multiplicity is 1. As for the lowest unoccupied orbital energy: -0.179 hartree.

Element x y z (Å)
C  -0.0248  -1.2585  0.6345
C  0.8227  -0.7154  -0.3958
C  -1.2687  0.6172  1.3926
C  0.8653  0.4373  -2.5574
C  -0.1800  1.0587  2.0729
N  -1.2440  -0.4804  0.5819
N  0.2093  -0.0389  -1.3019
Br  -0.1400  2.4953  3.2944
H  -0.2163  -2.3463  0.5415
H  0.4247  -1.1162  1.6541
H  1.8896  -0.8703  -0.4661
H  -2.1686  1.0139  1.8045
H  0.8171  1.4785  -2.6462
H  1.8947  0.0765  -2.3126
H  0.4389  -0.0461  -3.3439
H  0.7662  0.6259  1.8612
H  -2.1306  -0.9826  0.5942
H  -0.7554  0.0516  -1.4079

These are the Löwdin partial charges, in e, on atoms 1 to 6: -0.16 0.02 -0.23 0.06 -0.62 -0.07


The data favor x; the next most stable structure lies 1.326 eV above it.


--- w ---
C4H5F3 in the gas phase. Source: OMol25; level of theory: ωB97M-V with the def2-TZVPD basis set.

Its orbital gap is 11.43 eV. As for the total charge: 0. Its spin multiplicity is 1. As for the lowest unoccupied orbital energy: 0.034 hartree.

Element x y z (Å)
C  0.7134  0.3979  1.1438
C  0.0152  -0.7658  0.4932
C  -0.4977  -0.4721  -0.9095
C  -0.5984  0.7371  -1.4446
H  1.5737  0.7806  0.6106
H  -0.0249  1.1546  1.2679
H  -0.8011  -1.2288  1.0738
H  -0.8754  -1.3630  -1.3836
H  -0.4017  1.6425  -0.9272
F  1.0940  0.0145  2.4223
F  1.0019  -1.7707  0.3232
F  -1.1990  0.8733  -2.6698

These are the Löwdin partial charges, in e, on atoms 1 to 6: -0.16 -0.28 -0.01 -0.11 0.14 0.11


--- x ---
A 2-piece molecular cluster, C4H5F3 overall. Source: OMol25; level of theory: ωB97M-V with the def2-TZVPD basis set.

Its orbital gap is 10.54 eV. As for the total charge: 0. Its spin multiplicity is 1. As for the lowest unoccupied orbital energy: 0.033 hartree.

Element x y z (Å)
C  -1.8648  -0.5827  -0.5790
C  -1.2083  0.1569  0.2935
C  1.6433  -0.2373  0.4452
C  0.7589  0.8021  -0.1338
F  -3.1238  -1.0850  -0.4193
F  -1.5163  0.3511  1.5479
F  0.6687  1.0699  -1.4903
H  -1.5302  -0.7986  -1.5055
H  1.5264  -0.1465  1.4786
H  1.1603  -1.1513  0.1668
H  2.6948  -0.1122  -0.0659
H  0.7909  1.7335  0.2619

These are the Löwdin partial charges, in e, on atoms 1 to 6: -0.12 -0.13 -0.05 -0.18 0.00 0.07


The data favor w; the next most stable structure lies 2.668 eV above it.


--- w ---
C3H9O2P in the gas phase. Source: OMol25; level of theory: ωB97M-V with the def2-TZVPD basis set.

Its orbital gap is 11.18 eV. As for the total charge: 0. Its spin multiplicity is 1. As for the lowest unoccupied orbital energy: 0.030 hartree.

Element x y z (Å)
C  -1.6138  0.4397  -1.3383
C  1.7883  -0.1192  1.7066
C  -0.6666  0.2179  -0.2559
O  0.9629  1.9788  -1.4617
O  1.8418  0.8777  0.7381
P  1.0157  0.6915  -0.7130
H  -1.5411  1.4086  -1.6740
H  -1.3305  -0.1474  -2.2359
H  -2.5981  0.3133  -0.9176
H  0.7743  -0.1456  2.2219
H  2.5453  0.1136  2.4878
H  1.8814  -1.2797  1.2309
H  -0.6282  -0.8392  0.2134
H  -1.0751  0.9508  0.6387
H  1.7643  -0.4692  -1.3184

These are the Löwdin partial charges, in e, on atoms 1 to 6: -0.19 -0.21 -0.39 -0.35 -0.35 0.63


--- x ---
A 2-piece molecular cluster, C3H9O2P overall. Source: OMol25; level of theory: ωB97M-V with the def2-TZVPD basis set.

Its orbital gap is 9.93 eV. As for the total charge: 0. Its spin multiplicity is 1. As for the lowest unoccupied orbital energy: 0.029 hartree.

Element x y z (Å)
C  -1.3178  1.8190  -1.2479
C  -1.7528  0.4331  -0.7829
C  -0.6705  -0.5114  -0.3699
O  0.2473  -0.2996  0.3806
O  -0.8235  -1.6919  -1.0199
P  1.8796  -2.1309  1.9681
H  -2.1174  2.2887  -1.9641
H  -0.3791  1.9800  -1.8018
H  -1.2342  2.5602  -0.3268
H  -2.1326  0.0999  -1.6594
H  -2.5337  0.5362  -0.1295
H  3.2760  -2.4148  2.2264
H  -0.1606  -2.4235  -0.7349
H  1.5786  -2.7848  3.2648
H  1.7236  -0.7129  2.1608

These are the Löwdin partial charges, in e, on atoms 1 to 6: -0.11 -0.16 -0.51 0.00 0.06 0.61


The data favor w; the next most stable structure lies 1.203 eV above it.


--- w ---
CHO4PS as an isolated structure. Source: OMol25; level of theory: ωB97M-V with the def2-TZVPD basis set.

Its orbital gap is 4.64 eV. As for the total charge: -2. Its spin multiplicity is 1. As for the lowest unoccupied orbital energy: 0.220 hartree.

Element x y z (Å)
C  2.3655  0.0774  -0.4526
O  0.1308  -2.8145  0.4920
O  1.9583  -1.0215  0.4740
O  -0.4716  -0.2968  0.5299
O  0.6252  -1.2294  -1.5510
P  0.4991  -1.4920  -0.1130
S  3.7089  0.7450  0.1350
H  -0.3518  0.2355  -0.2649

These are the Löwdin partial charges, in e, on atoms 1 to 6: -0.86 -0.42 -0.42 -0.23 -0.41 0.07


--- x ---
A 2-piece molecular cluster, CHO4PS overall. Source: OMol25; level of theory: ωB97M-V with the def2-TZVPD basis set.

Its orbital gap is 6.10 eV. As for the total charge: -2. Its spin multiplicity is 1. As for the lowest unoccupied orbital energy: 0.228 hartree.

Element x y z (Å)
C  -1.2788  1.1672  -0.8657
O  -3.9411  0.6115  -0.7265
O  -2.4517  -1.4641  -1.0061
O  -2.4752  -0.1845  1.2182
O  0.6216  2.6041  0.2023
P  -2.7305  -0.1437  -0.2315
S  -0.5933  1.7943  0.5221
H  -0.4103  1.7018  -2.1894

These are the Löwdin partial charges, in e, on atoms 1 to 6: -0.45 -0.50 -0.53 -0.47 -0.78 -0.07


The data favor w; the next most stable structure lies 2.410 eV above it.


--- w ---
An isolated ion of composition C7H9N4 and charge +1. Source: OMol25; level of theory: ωB97M-V with the def2-TZVPD basis set.

Its orbital gap is 7.91 eV. As for the total charge: +1. Its spin multiplicity is 1. As for the lowest unoccupied orbital energy: -0.156 hartree.

Element x y z (Å)
C  3.0880  -0.4994  -0.8097
C  2.1119  -1.1482  -0.1392
C  -2.7976  1.1948  -0.0268
C  -2.0189  0.7644  1.0273
C  1.9062  1.0390  0.0376
C  -1.4589  -0.4151  -0.7466
C  -0.0161  -0.7985  1.2502
N  2.9297  0.8473  -0.7534
N  -2.4038  0.4208  -1.1426
N  1.4378  -0.1435  0.4617
N  -1.1332  -0.2499  0.5508
H  3.7289  -0.8541  -1.6383
H  2.0717  -2.1578  0.1322
H  -3.6004  2.0104  -0.1575
H  -1.9282  1.0121  2.1563
H  1.2955  1.9012  0.1185
H  -0.7870  -1.0066  -1.3818
H  0.2778  -1.8104  0.8454
H  0.0355  -0.6048  2.2965
H  -2.7388  0.4982  -2.0806

These are the Löwdin partial charges, in e, on atoms 1 to 6: -0.15 -0.15 0.00 0.01 -0.20 -0.03


--- x ---
An isolated ion of composition C7H9N4 and charge +1. Source: OMol25; level of theory: ωB97M-V with the def2-TZVPD basis set.

Its orbital gap is 9.10 eV. As for the total charge: +1. Its spin multiplicity is 1. As for the lowest unoccupied orbital energy: -0.147 hartree.

Element x y z (Å)
C  -0.0255  0.4528  2.9868
C  0.4577  -0.6495  2.4001
C  0.0701  1.5193  2.0024
C  0.9098  -0.2540  1.0218
C  -1.1976  -0.9978  -0.2101
C  0.2933  -1.1173  -0.1095
C  -0.3305  -0.3127  -1.9913
N  -1.5359  -0.5032  -1.3492
N  0.7365  -0.6508  -1.3897
N  0.5627  1.1435  0.8843
N  -0.3105  0.3440  -3.2955
H  -0.4162  0.5632  3.9792
H  0.5585  -1.6408  2.7941
H  -0.2331  2.5390  2.1601
H  1.9988  -0.3343  0.9251
H  -1.9119  -1.2624  0.5451
H  0.6197  -2.1507  0.0477
H  -0.4246  1.3632  -3.1637
H  -1.0897  0.0035  -3.8800
H  0.6015  0.1643  -3.7424

These are the Löwdin partial charges, in e, on atoms 1 to 6: -0.03 -0.02 -0.12 -0.31 -0.01 -0.25


The data favor x; the next most stable structure lies 0.896 eV above it.


--- w ---
C4H7Cl as an isolated structure. Source: OMol25; level of theory: ωB97M-V with the def2-TZVPD basis set.

Its orbital gap is 10.93 eV. As for the total charge: 0. Its spin multiplicity is 1. As for the lowest unoccupied orbital energy: 0.031 hartree.

Element x y z (Å)
C  0.9862  -0.1582  -0.0015
C  -0.2068  -0.9700  -0.5178
C  -1.0899  0.1859  -0.0721
C  0.0076  0.8099  0.5615
H  1.5830  -0.6284  0.9333
H  0.1533  -2.1130  0.1961
H  -0.1023  -1.0219  -1.5979
H  -1.5807  0.7417  -0.9550
H  -2.0789  0.2833  0.6414
H  0.2430  1.8702  0.4163
H  -0.1697  0.7930  1.5970
Cl  2.2552  0.2074  -1.2012

These are the Löwdin partial charges, in e, on atoms 1 to 6: -0.76 -0.19 -0.26 -0.30 0.13 0.21


--- x ---
C4H7Cl in the gas phase. Source: OMol25; level of theory: ωB97M-V with the def2-TZVPD basis set.

Its orbital gap is 10.88 eV. As for the total charge: 0. Its spin multiplicity is 1. As for the lowest unoccupied orbital energy: 0.043 hartree.

Element x y z (Å)
C  2.2315  -0.6323  0.0534
C  0.8834  -0.1234  -0.4203
C  0.5557  1.3223  -0.0831
C  -0.2390  0.1835  0.5442
H  3.0220  -0.4923  -0.5915
H  2.1581  -1.7432  0.1130
H  2.4449  -0.3179  1.0547
H  0.4436  -0.5465  -1.3170
H  -0.0317  1.8662  -0.8057
H  1.1066  2.0717  0.4562
H  -0.1097  -0.1791  1.5339
Cl  -1.7425  -0.3035  -0.0593

These are the Löwdin partial charges, in e, on atoms 1 to 6: -0.06 -0.35 -0.11 -0.73 0.04 0.09


--- y ---
C4H7Cl in the gas phase. Source: OMol25; level of theory: ωB97M-V with the def2-TZVPD basis set.

Its orbital gap is 10.21 eV. As for the total charge: 0. Its spin multiplicity is 1. As for the lowest unoccupied orbital energy: 0.021 hartree.

Element x y z (Å)
C  0.6045  1.2237  -0.3065
C  0.3037  -0.2084  0.0479
C  0.9860  -1.3175  -0.4151
C  -1.0312  -0.2129  0.7724
H  -0.1245  1.9106  0.2247
H  1.5644  1.5438  0.0721
H  0.4691  1.3029  -1.3955
H  0.5335  -2.2726  0.0654
H  1.8483  -1.4047  -1.0530
H  -1.2321  -1.1423  1.2610
H  -1.4433  0.7421  1.1755
Cl  -2.4785  -0.1647  -0.4489

These are the Löwdin partial charges, in e, on atoms 1 to 6: -0.10 -0.43 0.06 -0.46 0.08 0.07


The data favor x; the next most stable structure lies 0.299 eV above it.